1.
{"formula": "C21H27DyNO4P2S", "method": "ωB97M-V/def2-TZVPD", "symbols": ["Dy", "S", "P", "P", "O", "O", "O", "O", "N", "C", "C", "C", "C", "C", "C", "C", "C", "C", "C", "C", "C", "C", "C", "C", "C", "C", "C", "C", "C", "C", "H", "H", "H", "H", "H", "H", "H", "H", "H", "H", "H", "H", "H", "H", "H", "H", "H", "H", "H", "H", "H", "H", "H", "H", "H", "H", "H"], "coordinates": [[-1.212317, 1.158047, 0.617123], [-2.063409, 3.865362, 1.161344], [0.766370, 1.714496, -1.298213], [0.501675, 0.262099, 2.605931], [-2.150270, 0.322782, -1.230269], [-0.645037, 3.334348, 0.932417], [-2.905793, 2.609216, 0.980747], [-2.247408, 4.568902, 2.394846], [0.512251, -1.455944, -0.343787], [0.612682, -3.472396, 2.729485], [-0.457231, -3.629499, 0.132690], [-0.704366, -4.657630, 1.084031], [0.837028, -2.412502, 1.860552], [1.774704, 0.416922, -2.119107], [0.407084, -1.687999, -1.680646], [-0.403122, -2.783163, -2.144679], [-0.326005, -0.314055, 4.124789], [0.052380, 2.564413, -2.756885], [-0.149057, -4.587568, 2.345643], [2.038129, 2.907795, -0.760384], [1.699834, 1.448934, 3.287783], [-2.185931, -0.844222, -0.837588], [0.333064, -2.493068, 0.523832], [1.598909, -1.180212, 2.279166], [-0.287796, -1.889177, -4.399993], [0.519555, -0.831135, -3.946475], [0.925384, -0.737527, -2.620891], [-2.362025, 4.928407, -0.245124], [-0.946155, -3.640025, -1.181133], [-0.719933, -2.870270, -3.527923], [-0.297721, -5.392237, 3.065461], [2.069622, 1.069705, 4.248830], [1.047401, -3.424729, 3.726156], [0.853504, -0.062003, -4.643278], [0.854064, 2.938749, -3.412162], [2.487867, 0.071557, -1.358012], [0.441880, -0.502638, 4.887253], [-0.590515, 1.870382, -3.314938], [2.277167, -0.855719, 1.478304], [-1.413870, 5.410739, -0.511719], [2.750463, 2.395716, -0.099282], [1.194062, 2.412212, 3.435509], [-1.615691, -4.441590, -1.497596], [1.535964, 3.696231, -0.182401], [-1.321036, -3.718436, -3.864089], [-0.882854, -1.236682, 3.920603], [2.156674, -1.367336, 3.203318], [-1.329986, -5.500222, 0.781662], [2.534029, 1.582204, 2.587886], [-2.754152, 4.343945, -1.088949], [2.566003, 3.342360, -1.622069], [-1.017870, 0.466185, 4.473137], [-0.565741, 3.407544, -2.415557], [-0.566299, -1.929805, -5.451490], [-2.459131, -1.775007, -1.412884], [2.313171, 0.882929, -2.954445], [-3.080200, 5.700611, 0.053471]], "forces_ev_per_angstrom": [[-1.106, -1.912, -1.533], [0.335, -0.473, -0.005], [0.603, 0.340, -0.860], [0.694, -0.863, 1.026], [-0.345, 0.911, -2.206], [-0.941, 0.564, 0.303], [0.450, 1.238, 0.314], [0.070, -0.376, -0.828], [1.768, -0.740, -0.060], [0.453, 1.194, -0.548], [0.170, 0.481, 0.040], [0.038, -0.140, 0.533], [-0.194, -0.225, 0.332], [-0.197, -0.475, -0.014], [-0.931, -0.035, 0.965], [0.127, 0.192, 0.260], [-0.270, 0.181, 0.068], [-0.256, 0.085, 0.056], [-0.632, -0.562, -0.678], [-0.024, 0.098, 0.196], [-0.083, 0.345, -0.063], [0.447, -0.939, 3.557], [-0.772, 0.431, -0.859], [-0.071, -0.131, -0.364], [-0.647, -1.076, 0.210], [0.786, 0.407, 1.185], [-0.528, 0.393, -0.437], [-0.197, 0.179, 0.045], [1.000, -0.804, -0.127], [0.068, 0.456, -0.639], [-0.030, 0.175, -0.258], [0.018, 0.154, -0.248], [-0.089, -0.074, -0.137], [-0.022, -0.252, 0.057], [-0.258, -0.099, 0.218], [-0.076, -0.013, -0.279], [-0.280, 0.019, -0.097], [0.142, 0.174, 0.172], [-0.004, -0.197, 0.225], [-0.209, -0.193, 0.174], [-0.086, 0.188, -0.173], [0.269, -0.155, 0.038], [0.057, 0.206, 0.078], [0.252, -0.146, -0.202], [0.161, 0.337, -0.019], [0.069, 0.242, 0.076], [0.030, 0.045, -0.164], [0.253, 0.177, 0.166], [-0.168, 0.046, 0.190], [0.167, 0.096, 0.375], [-0.097, -0.159, 0.308], [0.156, -0.313, 0.079], [0.181, -0.172, -0.188], [0.075, -0.052, 0.241], [-0.415, 1.624, -0.676], [-0.015, -0.104, 0.217], [0.101, -0.297, -0.042]], "mulliken_spin": [4.9566, 0.0204, -0.0209, 0.0247, 0.0094, 0.0116, 0.0110, -0.0029, 0.0052, 0.0006, -0.0012, 0.0001, -0.0033, -0.0038, 0.0040, -0.0016, -0.0012, -0.0007, 0.0001, -0.0016, -0.0005, -0.0013, 0.0068, -0.0034, -0.0004, 0.0005, 0.0006, -0.0028, 0.0003, -0.0003, 0.0000, 0.0003, -0.0001, -0.0002, 0.0000, -0.0001, -0.0001, 0.0000, -0.0001, -0.0001, 0.0003, -0.0006, 0.0000, 0.0003, 0.0001, -0.0001, 0.0000, 0.0000, 0.0006, 0.0003, 0.0002, -0.0003, -0.0001, 0.0000, -0.0054, -0.0008, -0.0001], "s2": 9.34, "lumo_ha": [-0.1349, -0.1346], "total_charge": 1, "e_above_lowest_kj_mol": 93.1, "spin_multiplicity": 6, "homo_energy_ev": [-9.83, -9.90]}

---

2.
{"formula": "C21H27EuNO4P2S", "method": "ωB97M-V/def2-TZVPD", "symbols": ["Eu", "S", "P", "P", "O", "O", "O", "O", "N", "C", "C", "C", "C", "C", "C", "C", "C", "C", "C", "C", "C", "C", "C", "C", "C", "C", "C", "C", "C", "C", "H", "H", "H", "H", "H", "H", "H", "H", "H", "H", "H", "H", "H", "H", "H", "H", "H", "H", "H", "H", "H", "H", "H", "H", "H", "H", "H"], "coordinates": [[-0.001211, -0.310100, 1.497196], [0.433444, 1.003598, 4.049668], [-1.392122, -2.286291, -0.473121], [-2.601690, -0.255887, -0.185471], [0.744847, -0.441209, 3.685390], [-0.424847, 1.180512, 5.169576], [-0.065253, 1.617807, 2.745184], [3.046191, 0.783896, 1.541658], [0.569348, 0.109874, -0.364937], [3.717304, -0.729841, -2.073763], [1.464839, 3.632097, -0.757768], [-2.663582, -3.547043, -0.763691], [3.463409, -2.028090, -2.501078], [1.578022, 2.249131, -0.833969], [-4.286073, -0.661342, -0.702808], [-2.110588, 1.226368, -1.159277], [1.988643, 1.785474, 4.367933], [0.433640, 1.495041, -0.704599], [-2.797279, 0.319009, 1.536954], [3.218654, 1.238107, 0.485522], [2.174365, -2.528986, -2.407918], [2.933958, 1.469745, -0.962667], [-0.368815, -2.986208, 0.868516], [0.209596, 4.231137, -0.642112], [2.718355, 0.013435, -1.467664], [-0.864612, 2.068198, -0.817697], [1.495810, -0.562983, -1.222254], [1.147988, -1.801536, -1.821145], [-0.315782, -2.282767, -1.946088], [-0.942362, 3.454954, -0.713691], [-3.407188, -3.523152, 0.046339], [4.259037, -2.626007, -2.940976], [2.376174, 4.214393, -0.774400], [3.882101, 1.879012, -0.855826], [4.684174, -0.268987, -2.181467], [-2.167755, -4.529721, -0.772028], [3.261364, 1.964220, -1.942747], [-3.167250, -3.381168, -1.727776], [1.950595, -3.514776, -2.796410], [-3.849807, 0.625355, 1.610750], [-4.308531, -0.959343, -1.760623], [-0.300663, -3.339936, -2.275144], [-0.743866, -2.771328, 1.890098], [2.404140, 1.371408, 5.289422], [-0.844902, -1.687341, -2.719065], [-4.690409, -1.475182, -0.084630], [-3.001762, 1.877598, -1.084456], [-2.040957, 0.854949, -2.201947], [2.660076, 1.590944, 3.532205], [0.125695, 5.319108, -0.522607], [-1.922095, 3.927616, -0.692995], [1.817910, 2.859480, 4.472497], [-2.183311, 1.195596, 1.812487], [0.707798, -2.741309, 0.792574], [-2.653114, -0.481107, 2.287664], [-0.448369, -4.075092, 0.739603], [-4.903310, 0.238678, -0.566438]], "forces_ev_per_angstrom": [[-1.629, -1.290, 4.489], [0.765, -0.674, -1.296], [1.782, -1.506, 0.706], [-0.231, 2.759, -0.434], [0.073, 1.367, 1.411], [-0.327, 0.006, 0.169], [0.233, 0.165, 1.466], [-1.271, -1.928, 1.496], [1.349, 0.934, -7.209], [-0.021, 0.113, -0.065], [0.185, -0.124, -0.246], [-0.012, -0.260, -0.083], [0.273, 0.197, -0.028], [0.169, 0.958, 0.128], [-0.311, 0.164, -0.074], [-0.455, 0.738, 0.007], [0.094, 0.031, 0.017], [-0.961, -1.362, 0.191], [-0.620, 0.009, 0.325], [1.506, 1.211, 3.555], [-0.236, -0.367, -0.054], [-4.810, -2.623, -0.769], [0.320, -1.490, 0.162], [0.136, 0.325, 0.066], [0.849, 0.268, -0.197], [0.561, -0.627, 0.366], [-1.644, -0.112, 0.303], [-0.202, 0.602, 0.535], [0.494, -0.094, -0.214], [-0.177, -0.009, -0.090], [0.211, -0.078, -0.276], [-0.212, 0.136, 0.095], [-0.060, 0.263, -0.055], [3.626, 1.476, -0.047], [0.319, -0.076, -0.215], [-0.296, 0.187, -0.091], [-0.103, 1.150, -3.903], [0.134, -0.061, 0.319], [0.057, -0.024, -0.130], [0.207, -0.011, 0.251], [-0.012, 0.072, 0.310], [-0.037, 0.471, -0.118], [0.076, -0.086, -0.446], [-0.172, 0.035, -0.103], [0.257, -0.287, 0.241], [0.086, 0.249, -0.193], [0.374, 0.050, -0.368], [-0.032, 0.280, 0.393], [-0.153, 0.005, 0.142], [0.078, -0.570, -0.097], [0.172, 0.019, -0.083], [-0.084, -0.182, 0.041], [-0.103, -0.316, -0.259], [-0.441, -0.063, -0.100], [-0.053, 0.216, -0.224], [0.302, 0.063, 0.360], [-0.024, -0.297, -0.081]], "mulliken_spin": [3.0696, 0.0018, 0.3796, 0.3542, 0.0079, -0.0004, 0.0003, 0.1026, -0.0029, -0.0368, -0.0223, 0.0220, 0.0095, 0.0146, 0.0098, 0.0795, -0.0023, -0.0086, 0.0294, 1.1215, 0.0226, -0.1342, 0.0557, 0.0349, -0.0887, -0.0329, 0.1352, -0.0116, 0.0162, 0.0047, 0.0011, -0.0017, 0.0273, 0.1557, 0.0221, 0.0001, 0.5840, 0.0021, 0.0024, 0.0053, 0.0010, 0.0115, 0.0117, 0.0003, -0.0007, 0.0043, 0.0224, 0.0202, -0.0015, -0.0014, 0.0030, 0.0005, -0.0009, -0.0031, -0.0025, 0.0059, 0.0000], "s2": 12.08, "lumo_ha": [-0.0969, -0.1047], "total_charge": 1, "spin_multiplicity": 7, "homo_energy_ev": [-8.77, -8.59]}

---

no.,maximum force (eV/Å)
1,3.71
2,7.39